(1)
C26H35AsF3FeN6 | ωB97M-V with the def2-TZVPD basis set

Geometry as ORCA input:
```
! wB97M-V def2-TZVPD RIJCOSX def2/J DEFGRID3
* xyz 1 5
Fe 0.6690 -0.1636 -0.2705
C -2.2712 -1.2035 -0.6679
C -1.6321 -2.2576 0.2153
N -0.1835 -2.3168 -0.0285
C 0.5457 -3.0450 0.9993
C 0.8587 -2.1258 2.1569
C 1.1220 -2.5879 3.4319
C 1.4964 -1.6669 4.4039
C 1.6003 -0.3300 4.0689
C 1.3114 0.0559 2.7660
C 1.4345 1.4934 2.3081
N 1.0752 1.6956 0.9113
C -1.6340 1.7063 1.5450
C -2.5474 0.8137 0.7262
N -1.7644 0.1320 -0.3197
N 0.9319 -0.8271 1.8475
H -3.3612 -1.2533 -0.5787
H -2.0133 -1.4028 -1.7086
H -2.1076 -3.2277 0.0382
H -1.7869 -2.0098 1.2700
H -0.0039 -2.7222 -0.9406
H 1.4899 -3.3908 0.5707
H 0.0126 -3.9319 1.3588
H 1.0417 -3.6431 3.6583
H 1.7119 -1.9958 5.4123
H 1.9013 0.4100 4.7996
H 2.4627 1.8110 2.5066
H 0.8183 2.1027 2.9836
H 1.8836 2.0851 0.4381
H -2.1836 2.3204 2.2608
H -0.9353 1.0708 2.0739
H -3.3921 1.3617 0.3023
H -2.9692 0.0548 1.3879
H -1.7555 0.6859 -1.1704
F -1.3616 1.0797 -9.5380
C -0.8070 -0.0896 -9.1675
F -1.6663 -1.0583 -9.5320
F 0.3094 -0.2513 -9.8921
C -0.5372 -0.1219 -7.6878
C 0.7405 -0.3317 -7.1972
C 0.9557 -0.3567 -5.8280
C -0.1011 -0.1721 -4.9370
C -1.3848 0.0338 -5.4492
C -1.6016 0.0583 -6.8140
C 0.1313 -0.1896 -3.5139
C 0.3359 -0.2021 -2.3113
H 1.5644 -0.4744 -7.8819
H 1.9503 -0.5246 -5.4372
H -2.2117 0.1756 -4.7657
H -2.5981 0.2202 -7.2048
N 4.7970 -0.4203 -1.4600
C 4.9945 -1.0333 -0.2454
C 3.7686 -1.0815 0.3392
N 2.8324 -0.5092 -0.4989
C 3.4856 -0.1263 -1.5713
H 5.5015 -0.2379 -2.1543
H 5.9615 -1.3734 0.0796
H 3.5018 -1.4810 1.3033
H 3.0398 0.3228 -2.4448
C 0.1046 4.3914 1.5628
As -0.6216 2.9864 0.4614
C -2.2551 3.9522 -0.1313
C 0.1383 3.0392 -1.3274
H -0.3645 5.3363 1.3011
H 1.1799 4.4487 1.4140
H -0.0966 4.1722 2.6097
H -1.9652 4.8779 -0.6292
H -2.9065 4.1948 0.7093
H -2.8197 3.3527 -0.8475
H 0.3797 4.0931 -1.4771
H -0.6105 2.7402 -2.0567
H 1.0197 2.4242 -1.4581
*
```

E_HOMO (alpha / beta)	-10.47 / -10.42	eV
orbital gap (alpha / beta)	0.3136 / 0.3096	Ha
⟨S²⟩	6.011
E_LUMO (alpha / beta)	-1.93 / -1.99	eV

Mulliken population analysis, charges in e, atoms 1 to 8: number 1, Fe, carries 1.31; number 2, C, carries -1.06; number 3, C, carries -0.63; number 4, N, carries -0.27; number 5, C, carries -1.32; number 6, C, carries 0.32; number 7, C, carries -1.09; number 8, C, carries -0.59

(2)
C26H35Cl20FN2O4 | ωB97M-V with the def2-TZVPD basis set

Geometry as ORCA input:
```
! wB97M-V def2-TZVPD RIJCOSX def2/J DEFGRID3
* xyz 0 1
C 1.2510 3.7078 3.1080
C 0.2974 4.0224 2.4464
C -0.8495 4.2762 1.5221
C -1.2118 2.8942 0.9771
C -1.6205 1.9029 1.8782
C -1.9330 0.6354 1.4366
O -2.3502 -0.3390 2.3103
N -1.2578 -0.7553 3.2076
O -1.5081 -0.4872 4.2979
C -1.8238 0.2960 0.0484
C -2.1350 -1.1034 -0.4294
C -1.2303 -2.1280 0.3003
F -0.0423 -1.5541 0.7194
C -1.4132 1.2982 -0.7972
C -1.1147 2.6071 -0.3571
C -0.7099 3.4515 -1.5216
O -0.6408 4.6354 -1.6359
N -0.4309 2.4968 -2.5653
C 1.0566 2.3478 -2.6164
C 1.6055 2.3781 -4.0447
C 1.7603 0.9490 -4.6204
C -1.1571 1.3158 -2.2944
O -1.5402 0.5122 -3.0931
H 2.0270 3.0946 3.5014
H -1.7143 4.7436 2.0074
H -0.4774 4.8663 0.6883
H -1.7083 2.0876 2.9430
H -2.0764 -1.1996 -1.5071
H -3.1711 -1.3132 -0.1435
H -0.9759 -2.9348 -0.3966
H -1.7905 -2.5455 1.1354
H 1.4163 1.4771 -2.0578
H 1.4689 3.2196 -2.0728
H 0.9508 2.9731 -4.6784
H 2.5813 2.8631 -4.0609
H 1.8647 0.2344 -3.8025
H 0.8442 0.6849 -5.1491
H 2.6317 0.8384 -5.2632
Cl -0.0400 -4.6380 -1.5931
C 0.4812 -3.8852 -3.1122
Cl 0.0770 -2.1697 -3.1695
H 1.5582 -3.9937 -3.1899
H -0.0156 -4.3867 -3.9352
Cl -4.5186 6.3922 2.9234
C -3.7011 6.4178 4.4905
Cl -2.0402 5.8216 4.3738
H -3.6779 7.4387 4.8537
H -4.2490 5.7875 5.1807
Cl -5.2367 2.8569 2.6588
C -5.6449 1.9397 1.2014
Cl -4.1860 1.4374 0.3305
H -6.1991 1.0543 1.4903
H -6.2502 2.5644 0.5540
Cl -2.6856 -7.4216 -2.5378
C -1.4186 -8.5298 -1.9950
Cl 0.0506 -8.3740 -2.9646
H -1.1781 -8.3036 -0.9627
H -1.7869 -9.5454 -2.0803
Cl -6.9601 5.1749 6.3393
C -6.1193 5.1517 7.8922
Cl -4.4497 4.5908 7.7166
H -6.1060 6.1565 8.2975
H -6.6409 4.4811 8.5646
Cl 4.6424 -8.0381 -2.1707
C 4.1890 -8.4252 -3.8385
Cl 2.7396 -7.5502 -4.3404
H 5.0061 -8.1453 -4.4993
H 3.9948 -9.4893 -3.9092
Cl 6.6584 -4.0688 -5.1019
C 7.0334 -5.7489 -4.7255
Cl 6.3457 -6.8526 -5.9301
H 8.1096 -5.8755 -4.7132
H 6.6149 -5.9910 -3.7560
Cl -1.5660 1.4326 8.4526
C -1.1977 2.9974 7.7159
Cl -0.4718 2.8189 6.1182
H -2.1186 3.5572 7.6091
H -0.5063 3.5303 8.3580
Cl 3.8692 -4.3405 -3.4100
C 4.4881 -4.0584 -1.7689
Cl 6.1489 -4.6151 -1.5398
H 4.4570 -2.9935 -1.5711
H 3.8515 -4.5890 -1.0700
Cl 3.2566 4.3723 -1.8731
C 4.8375 3.7236 -1.4175
Cl 4.6818 2.3593 -0.3045
H 5.3440 3.3854 -2.3142
H 5.4106 4.5060 -0.9343
*
```

E_HOMO	-8.86	eV
orbital gap	0.3144	Ha
structure (SMILES)	C#CCc1cc(ON=O)c(CCF)c2c1C(=O)N(CCC)C2=O.ClCCl.ClCCl.ClCCl.ClCCl.ClCCl.ClCCl.ClCCl.ClCCl.ClCCl.ClCCl
E_LUMO	-0.30	eV

Mulliken population analysis, charges in e, atoms 1 to 8: number 1, C, carries -0.30; number 2, C, carries -0.43; number 3, C, carries -0.02; number 4, C, carries 0.60; number 5, C, carries -0.33; number 6, C, carries 0.85; number 7, O, carries -0.47; number 8, N, carries 0.18

(3)
C26H35N15OSc | ωB97M-V with the def2-TZVPD basis set

Geometry as ORCA input:
```
! wB97M-V def2-TZVPD RIJCOSX def2/J DEFGRID3
* xyz 3 1
Sc 10.2970 0.3909 16.0757
C 7.7065 5.1571 17.4149
N 8.8195 4.3909 16.9227
C 10.0259 5.1003 16.5494
C 8.7944 3.1068 16.6756
N 9.8359 2.4644 16.2507
N 7.5987 2.4721 17.0113
C 7.2417 1.1217 16.9373
N 5.9851 0.8043 17.1775
N 8.1831 0.2811 16.6909
H 6.8882 5.0994 16.6884
H 8.0752 6.1131 17.5537
H 7.3907 4.8031 18.4227
H 9.9578 6.1694 16.7941
H 10.1494 5.0809 15.4994
H 10.9356 4.8107 17.1155
H 10.5819 3.0409 15.9001
H 6.8402 3.0983 17.3504
H 5.2749 1.4272 17.5690
H 5.7236 -0.2083 17.2238
H 7.7842 -0.6705 16.7562
N 11.5638 1.9862 18.9101
C 11.4755 0.6508 19.1467
N 11.8152 0.2450 20.3303
C 11.7035 -1.0668 20.5076
N 12.1017 -1.6737 21.6444
N 11.1824 -1.9149 19.6142
C 10.9308 -1.4168 18.4475
N 10.9333 -0.1469 18.1004
C 10.6015 -2.4457 17.3640
C 10.7364 -3.7967 17.6800
C 10.2036 -4.7073 16.7769
C 9.5621 -4.2442 15.6322
C 9.5809 -2.8573 15.3067
N 10.0853 -1.9710 16.2118
H 12.1153 2.4702 19.6354
H 11.6162 2.3299 17.9462
H 12.3752 -1.1045 22.4431
H 12.0040 -2.6412 21.7291
H 11.2138 -4.0138 18.6358
H 10.2523 -5.7726 17.0023
H 9.0999 -4.9916 14.9487
H 9.0299 -2.4913 14.4180
C 14.3574 1.9057 14.7543
C 13.0620 1.9082 15.1692
N 12.5279 0.8126 15.7181
C 13.2680 -0.2660 15.9198
C 14.5799 -0.2917 15.6530
C 15.1607 0.8572 15.1394
C 15.3549 -1.4293 16.0551
C 15.0722 -2.7838 15.8751
C 14.0212 -3.4156 15.0800
C 13.7221 -4.7485 15.2813
C 12.6917 -5.3322 14.5570
N 12.0602 -4.6522 13.5942
C 12.3811 -3.3255 13.5268
N 13.2983 -2.7109 14.2141
H 14.7218 2.8298 14.2451
H 12.4596 2.7970 14.9919
H 12.7454 -1.0264 16.4263
H 16.2567 0.8109 15.0226
H 16.3431 -1.2830 16.4798
H 15.8932 -3.4433 16.1726
H 14.3489 -5.3580 15.9015
H 12.2911 -6.3955 14.6172
H 11.8333 -2.8304 12.6504
C 8.7592 0.6989 10.6142
N 9.6628 0.4978 11.7700
C 11.0850 0.5072 11.4841
C 9.2254 0.4365 13.0022
O 9.9862 0.2036 14.0067
H 8.5192 -0.2701 10.2341
H 9.2452 1.3036 9.8182
H 7.9110 1.0890 11.0478
H 11.1875 0.0840 10.4716
H 11.6894 -0.1135 12.0676
H 11.4762 1.4965 11.5403
H 8.1785 0.6005 13.2261
*
```

E_HOMO	-15.66	eV
orbital gap	0.2848	Ha
relative energy (zero: lowest compared OMol25 entry of this formula, charge and spin)	0.0	kcal/mol
E_LUMO	-7.91	eV

Mulliken population analysis, charges in e, atoms 1 to 8: number 1, Sc, carries -0.57; number 2, C, carries -1.00; number 3, N, carries 0.10; number 4, C, carries -1.04; number 5, C, carries 0.61; number 6, N, carries 0.36; number 7, N, carries -0.03; number 8, C, carries 0.49

Number 1: molar mass 619.37 g mol⁻¹. Number 2: molar mass 1167.63 g mol⁻¹. Number 3: molar mass 618.63 g mol⁻¹.